Record 1
C43H48BN9O6S4Sc | ωB97M-V with the def2-TZVPD basis set

```
112
Properties=species:S:1:pos:R:3:mulliken_charge:R:1
Sc -0.41 -0.45 -0.25 -0.751
O -1.52 -4.38 -1.56 -0.846
C -1.17 -3.41 -0.91 0.377
O -0.75 -2.28 -1.32 -0.852
C -1.15 -3.50 0.60 -0.305
C -1.16 -4.66 1.37 -0.723
C -0.91 -4.53 2.73 -0.750
C -0.70 -3.27 3.28 -0.795
C -0.74 -2.18 2.44 -0.773
N -0.97 -2.31 1.14 1.839
C -0.41 -0.76 2.81 -0.211
O -0.24 -0.47 3.99 -0.789
O -0.37 0.01 1.80 2.933
H -1.30 -5.60 0.88 0.616
H -0.88 -5.41 3.36 0.440
H -0.47 -3.14 4.34 0.555
C 4.67 -4.64 -1.30 -2.227
C 3.80 -3.88 -0.32 1.594
C 2.34 -4.24 -0.62 -1.436
C 4.20 -4.31 1.10 -1.718
N 4.06 -2.43 -0.47 0.637
C 5.14 -1.86 -1.14 -0.326
C 5.16 -0.55 -0.81 -1.245
N 4.11 -0.31 0.06 0.013
B 3.77 1.15 0.44 0.432
N 3.40 1.94 -0.81 0.043
C 3.75 3.25 -0.99 -1.154
C 3.15 3.70 -2.11 -0.340
N 2.39 2.64 -2.63 0.387
C 2.57 1.56 -1.81 0.112
S 1.89 -0.02 -1.98 -0.352
C 1.32 2.82 -3.66 1.820
C 0.04 3.19 -2.93 -0.835
C 1.15 1.61 -4.57 -1.690
C 1.70 4.01 -4.55 -2.183
N 2.76 1.32 1.61 0.651
C 3.19 1.05 2.89 -1.416
C 2.27 1.54 3.75 -0.275
N 1.27 2.14 3.00 0.675
C 1.57 1.95 1.67 -0.064
S 0.54 2.35 0.32 -0.040
C 0.21 3.01 3.55 1.478
C 0.37 3.10 5.06 -2.305
C 0.36 4.44 2.97 -1.664
C -1.22 2.49 3.29 -1.287
C 3.43 -1.46 0.25 -0.310
S 2.02 -1.63 1.20 0.220
H 4.44 -5.70 -1.22 0.471
H 5.74 -4.50 -1.10 0.532
H 4.45 -4.33 -2.33 0.420
H 2.26 -5.31 -0.75 0.542
H 2.02 -3.75 -1.54 0.401
H 1.68 -3.94 0.18 -0.023
H 4.09 -5.38 1.22 0.488
H 3.61 -3.80 1.85 0.247
H 5.25 -4.05 1.27 0.395
H 5.79 -2.43 -1.79 0.521
H 5.80 0.26 -1.14 0.513
H 4.79 1.65 0.85 -0.240
H 4.44 3.73 -0.29 0.597
H 3.17 4.67 -2.56 0.416
H -0.27 2.39 -2.25 -0.561
H -0.80 3.34 -3.61 0.549
H 0.19 4.10 -2.32 0.304
H 0.61 0.82 -4.07 0.139
H 2.12 1.23 -4.88 0.328
H 0.59 1.92 -5.46 0.493
H 1.73 4.94 -3.98 0.521
H 0.93 4.14 -5.30 0.475
H 2.66 3.85 -5.04 0.442
H 4.09 0.47 3.09 0.519
H 2.22 1.47 4.82 0.524
H 1.35 3.47 5.37 0.461
H 0.20 2.12 5.52 0.451
H -0.38 3.77 5.47 0.436
H 1.36 4.81 3.17 0.380
H -0.38 5.09 3.44 0.489
H 0.19 4.42 1.89 0.243
H -1.37 1.54 3.78 0.219
H -1.42 2.33 2.23 -0.120
H -1.92 3.22 3.69 0.716
O -0.90 0.02 -2.51 -0.393
S -2.30 0.41 -2.43 1.609
O -2.71 1.50 -3.29 -0.771
N -2.47 0.56 -0.86 1.376
C -3.64 1.04 -0.33 -0.569
C -4.53 1.88 -1.00 -0.627
C -5.70 2.41 -0.40 -1.034
C -5.98 2.14 0.91 -0.798
C -5.12 1.30 1.64 1.068
C -5.34 0.97 2.99 -0.898
C -4.51 0.08 3.63 -1.275
C -3.47 -0.52 2.88 0.037
N -3.21 -0.20 1.64 0.504
C -3.97 0.71 1.01 -0.436
C -3.30 -0.96 -2.93 0.081
C -3.61 -1.12 -4.27 -0.714
C -4.39 -2.20 -4.65 -0.765
C -4.88 -3.10 -3.71 -0.564
C -4.57 -2.93 -2.38 -0.713
C -3.78 -1.85 -1.98 -0.145
H -4.30 2.17 -2.01 0.695
H -6.36 3.04 -0.97 0.386
H -6.85 2.56 1.41 0.386
H -6.19 1.41 3.52 0.369
H -4.69 -0.21 4.65 0.480
H -2.88 -1.29 3.34 0.484
H -3.23 -0.41 -4.99 0.481
H -4.64 -2.32 -5.71 0.385
H -5.48 -3.94 -4.04 0.371
H -4.94 -3.63 -1.65 0.430
H -3.54 -1.70 -0.93 0.109
```

Calculated values
Total energy, eV: -135797.170
E_HOMO, eV: -4.71
Orbital gap, eV: 7.22
Energy above the lowest of the compared OMol25 structures with the same formula, charge and spin, kJ/mol: 0.0
Charge: -1

***

Record 2
C11H32KN3O5P | ωB97M-V with the def2-TZVPD basis set

```
53
Properties=species:S:1:pos:R:3:mulliken_charge:R:1
K -1.06 -0.72 -0.76 0.777
N -0.21 -2.24 1.76 -0.389
C -1.22 -1.77 2.68 -0.469
C -2.71 -1.95 2.24 -0.568
N -2.89 -2.31 0.85 -0.069
C -4.27 -2.18 0.34 -0.888
C -4.46 -1.11 -0.80 -0.483
N -3.65 -1.38 -1.93 -0.438
H -0.40 -3.18 1.42 0.207
H 0.72 -2.26 2.13 0.169
H -1.09 -0.62 2.79 0.043
H -1.03 -2.20 3.65 0.388
H -3.25 -1.02 2.46 0.381
H -3.19 -2.75 2.91 0.303
H -2.46 -3.24 0.68 0.253
H -5.02 -1.93 1.14 0.318
H -4.58 -3.14 -0.10 0.398
H -4.25 -0.07 -0.41 0.242
H -5.55 -1.11 -1.05 0.371
H -3.93 -0.86 -2.73 0.226
H -3.65 -2.37 -2.23 0.205
C -0.93 2.36 1.54 -0.528
O -1.19 2.15 0.15 -0.277
C -0.22 2.73 -0.64 0.272
C -0.57 2.58 -2.10 -0.873
O -1.09 1.34 -2.39 -0.156
C -1.00 0.96 -3.77 -0.900
H -1.41 1.52 2.07 0.092
H -1.30 3.33 1.84 0.303
H 0.15 2.26 1.70 0.207
H 0.81 2.28 -0.52 -0.186
H -0.10 3.84 -0.48 0.345
H 0.27 2.83 -2.76 0.427
H -1.39 3.29 -2.37 0.346
H -1.44 -0.03 -3.92 0.243
H 0.06 0.93 -4.08 0.361
H -1.53 1.62 -4.45 0.337
C 5.33 0.35 -1.89 -0.681
O 5.10 -0.03 -0.54 -0.341
P 3.51 -0.17 -0.05 0.137
O 3.79 -0.42 1.56 -0.315
C 4.16 -1.73 1.98 -0.727
O 2.96 1.31 0.16 0.165
C 3.65 2.29 0.95 -0.862
H 6.39 0.33 -2.05 0.250
H 4.94 1.38 -2.02 0.254
H 4.84 -0.30 -2.61 0.314
H 3.93 -1.84 3.06 0.225
H 5.22 -1.90 1.75 0.279
H 3.65 -2.49 1.38 0.323
H 3.69 3.25 0.41 0.282
H 4.69 2.03 1.12 0.400
H 3.20 2.37 1.92 0.309
```

Calculated values
Total energy, eV: -52242.772
E_HOMO, eV: -11.71
Orbital gap, eV: 9.27
Charge: +1